77
Properties=species:S:1:pos:R:3 method="wB97M-V/def2-TZVPD" spin_multiplicity=1 molar_mass_g_mol=870.57 energy_ha=-3406.1961 charge=-2 lumo_energy_ev=3.951
Te 3.870 1.559 2.184
Rb 1.047 0.322 0.520
S 0.544 -3.026 -3.896
S 0.131 0.315 -3.103
P 0.565 -1.113 -4.411
F 2.459 1.670 3.394
F 5.523 1.320 1.347
F 3.612 -0.297 2.099
F 4.847 1.100 3.721
F 4.403 3.289 2.640
O 2.955 1.984 0.720
N -0.227 -0.924 3.662
N 0.155 -1.471 2.478
N -0.584 1.867 2.040
N -2.587 -0.365 1.598
N -0.869 1.570 3.334
N -2.596 -0.273 2.952
C 2.182 -0.716 -5.205
C -0.279 3.153 1.999
C -4.626 -0.906 2.375
C 2.423 0.578 -5.668
C -1.601 -0.012 -5.869
C 0.296 -1.099 6.112
C -0.742 2.674 4.103
C -3.800 -0.740 1.243
C 4.600 -0.084 -6.452
C -3.813 -0.595 3.446
C -2.429 0.115 -6.980
C 0.455 -1.496 4.681
C -0.975 2.684 5.579
C 1.299 -2.444 4.146
C 1.710 -3.182 1.667
C -4.143 -0.599 4.904
C -0.367 3.719 3.285
C -1.125 -1.535 -8.138
C 1.069 -2.384 2.758
C 0.105 3.805 0.705
C 3.163 -1.683 -5.367
C 4.371 -1.368 -5.984
C -2.192 -0.642 -8.117
C -0.538 -0.905 -5.880
C -4.136 -0.932 -0.205
C 3.619 0.891 -6.293
C -0.310 -1.669 -7.025
B -1.345 0.153 3.759
H 3.797 1.901 -6.645
H -4.019 0.389 5.355
H 5.134 -2.130 -6.095
H -0.729 -1.228 6.463
H 0.508 -2.379 -7.031
H -0.815 3.693 5.959
H -0.934 -2.132 -9.023
H 0.954 -1.714 6.727
H -4.012 -0.004 -0.765
H 1.668 1.340 -5.514
H 2.964 -2.683 -4.998
H 1.346 -2.863 0.691
H -1.990 2.373 5.836
H -1.661 0.221 4.920
H -0.204 3.187 -0.138
H 1.476 -4.245 1.766
H -0.161 4.735 3.584
H 0.567 -0.054 6.269
H -2.833 -0.538 -8.985
H -3.482 -1.672 -0.666
H -3.509 -1.288 5.465
H -3.259 0.811 -6.955
H 1.185 3.950 0.641
H -5.662 -1.208 2.409
H -0.290 2.014 6.100
H 1.999 -3.066 4.682
H 2.796 -3.073 1.683
H 5.540 0.163 -6.930
H -5.169 -1.266 -0.319
H -5.182 -0.906 5.032
H -0.380 4.778 0.602
H -1.763 0.582 -4.977

74
Properties=species:S:1:pos:R:3 method="wB97M-V/def2-TZVPD" spin_multiplicity=1 molar_mass_g_mol=783.31 energy_ha=-6993.6510 charge=+2 lumo_energy_ev=-4.744
Y 0.159 -0.674 -0.635
Br 1.648 2.108 -0.604
Br 0.952 -0.004 2.150
O -3.258 -2.663 -0.636
O -1.388 0.664 -0.567
O 6.534 0.567 0.015
O -2.738 2.087 -1.623
O -0.692 -2.137 -1.635
N -2.968 3.939 -3.737
N 0.242 -2.635 0.753
N -0.002 0.319 -2.894
N -3.394 5.102 -5.697
N -0.146 -3.696 0.016
N -5.083 4.699 -4.186
N 2.630 -0.457 -0.818
C 2.186 0.048 5.269
C 0.442 -2.792 2.013
C -1.356 2.366 -4.811
C -3.799 4.578 -4.537
C 5.297 0.187 -0.261
C 3.007 -0.102 7.527
C -1.694 -5.574 -2.230
C 0.930 -1.774 2.912
C -3.070 -3.891 -1.199
C -2.793 -6.404 -2.367
C 4.310 1.180 -0.282
C -4.172 -4.724 -1.333
C 1.874 -1.317 5.274
C 3.030 0.792 -0.567
C -1.480 0.493 -2.946
C -0.564 -3.496 -1.395
C -2.026 1.106 -4.243
C 2.746 0.643 6.384
C -4.031 -5.976 -1.907
C -1.811 -4.322 -1.635
C 1.309 -2.063 4.165
C 2.695 -1.454 7.553
C -1.931 1.174 -1.623
C 4.912 -1.131 -0.528
C -1.565 3.650 -3.999
C 3.591 -1.396 -0.794
C 2.136 -2.053 6.440
H -0.282 2.211 -4.939
H 2.884 -2.042 8.440
H 3.450 0.366 8.395
H 0.230 -3.910 -2.030
H -2.508 -2.115 -0.893
H 1.169 -3.118 4.394
H -1.097 4.500 -4.499
H -1.763 2.513 -5.814
H -3.325 3.430 -2.926
H 1.890 -3.107 6.467
H -2.433 5.061 -5.985
H -5.135 -4.366 -0.992
H -1.963 0.333 -5.011
H -4.024 5.642 -6.264
H -1.905 -0.512 -2.883
H -3.088 1.300 -4.085
H 0.275 -0.301 -3.650
H -2.686 -7.375 -2.829
H 2.976 1.700 6.369
H 0.271 -3.770 2.462
H -5.405 4.360 -3.296
H 4.566 2.209 -0.077
H -1.093 3.563 -3.022
H -0.479 -4.525 0.488
H 1.990 0.658 4.401
H 0.440 1.213 -3.080
H 7.165 -0.164 -0.003
H -0.722 -5.901 -2.585
H -4.896 -6.618 -2.004
H 5.639 -1.932 -0.523
H 3.270 -2.410 -0.998
H -5.733 5.219 -4.749

66
Properties=species:S:1:pos:R:3 method="wB97M-V/def2-TZVPD" smiles="CCOc1ccc([C@H]2c3c(oc4cc(C)c(C)cc4c3=O)C(=O)N2CCCN(C)C)cc1OC" spin_multiplicity=1 molar_mass_g_mol=464.56 energy_ha=-1533.7664 lumo_energy_ev=-0.153
O -2.257 -0.483 -3.436
O 0.554 -2.477 3.809
O -0.077 0.445 4.048
O 1.142 2.415 0.614
O 0.342 0.775 -3.685
N 1.245 -4.439 -2.167
N 1.277 -1.853 1.721
C -0.789 2.467 5.010
C 1.365 -0.655 0.914
C 0.179 2.510 2.793
C 0.736 -1.642 2.952
C 1.194 -3.883 0.245
C -0.774 6.048 3.789
C -0.851 -1.160 -0.188
C 0.816 0.019 -1.436
C -0.167 -4.240 -2.429
C 0.896 0.411 1.862
C -0.029 0.131 -2.532
C -0.218 1.795 3.931
C -2.145 0.292 -4.618
C -1.591 4.531 6.152
C -3.442 0.112 -5.392
C -1.312 -0.448 -2.461
C 1.749 -3.542 -1.138
C -0.582 4.565 3.844
C 2.009 -4.298 -3.389
C 0.425 -0.630 -0.275
C 0.782 1.838 1.628
C -0.975 3.835 4.981
C 1.887 -3.115 1.377
C -0.017 3.894 2.781
C 1.518 1.551 -3.667
C 0.465 -0.175 3.005
C -1.692 -1.081 -1.279
H 2.836 -3.669 -1.109
H 0.126 -3.678 0.290
H -1.996 1.348 -4.366
H -0.397 -3.212 -2.749
H -1.083 1.886 5.870
H -2.684 -1.502 -1.244
H 1.533 -2.490 -1.386
H 2.940 -2.943 1.122
H 1.643 -5.016 -4.122
H 2.396 -0.490 0.577
H -1.828 6.302 3.897
H -0.478 -4.929 -3.213
H 0.295 4.424 1.893
H -0.909 5.280 6.553
H -0.743 -4.462 -1.534
H 1.802 0.453 -1.474
H 1.936 -3.288 -3.822
H -0.417 6.445 2.843
H 1.842 -3.707 2.295
H -0.232 6.536 4.598
H -3.590 -0.938 -5.629
H -1.186 -1.634 0.721
H 2.414 0.924 -3.618
H 1.518 2.258 -2.832
H -1.294 -0.048 -5.218
H -2.504 5.045 5.853
H -3.404 0.685 -6.314
H 1.339 -4.952 0.404
H 1.517 2.098 -4.609
H -4.283 0.453 -4.793
H -1.832 3.823 6.940
H 3.057 -4.516 -3.188

Record order is preserved below.
Energy relative to the best compared isomer or geometry (same formula, charge and spin): 19.91; 17.79; 26.43 kcal per mole
Record order is preserved below.
Orbital gap: 6.88; 7.47; 7.85 eV